# 1
{"formula": "C48H52N4OP2S2W", "method": "ωB97M-V/def2-TZVPD", "elements": ["W", "S", "S", "P", "P", "O", "N", "N", "N", "N", "C", "C", "C", "C", "C", "C", "C", "C", "C", "C", "C", "C", "C", "C", "C", "C", "C", "C", "C", "C", "C", "C", "C", "C", "C", "C", "C", "C", "C", "C", "C", "C", "C", "C", "C", "C", "C", "C", "C", "C", "C", "C", "C", "C", "C", "C", "C", "C", "H", "H", "H", "H", "H", "H", "H", "H", "H", "H", "H", "H", "H", "H", "H", "H", "H", "H", "H", "H", "H", "H", "H", "H", "H", "H", "H", "H", "H", "H", "H", "H", "H", "H", "H", "H", "H", "H", "H", "H", "H", "H", "H", "H", "H", "H", "H", "H", "H", "H", "H", "H"], "xyz": [[0.31, 0.74, -0.09], [1.59, 2.88, 0.59], [-0.16, -1.56, -0.84], [-1.50, 1.08, -1.97], [-1.99, 0.50, 1.18], [2.62, -1.28, 0.34], [0.57, 0.06, 1.83], [1.44, 1.31, -2.04], [2.67, 0.13, 0.13], [0.83, -0.83, 4.09], [-0.94, -0.21, -3.14], [-0.93, 4.59, -4.05], [-4.75, 0.43, 0.64], [-5.92, 0.49, -3.02], [-3.73, 2.60, 0.93], [-2.79, 1.56, 5.07], [-6.12, 2.41, 0.72], [-0.87, 2.14, 3.17], [-3.46, -3.29, 1.75], [3.46, 0.37, -1.11], [1.92, 2.72, -2.21], [-6.00, 1.04, 0.61], [-3.14, -1.95, 1.91], [-0.53, -1.43, -2.58], [-1.90, -3.45, -0.06], [-1.15, 3.24, -3.79], [-2.81, 0.90, 3.84], [-2.21, -1.32, 1.09], [0.33, -1.49, 6.83], [3.02, 2.22, 1.51], [-1.17, -0.17, -4.51], [-4.98, 3.20, 0.87], [-0.87, 2.81, 4.38], [-1.82, 2.51, 5.34], [-0.88, 5.05, -1.68], [-0.31, -2.55, -3.36], [1.60, -0.11, 5.16], [-5.41, 1.77, -2.84], [-1.83, 1.16, 2.89], [2.53, 0.31, -2.28], [-3.81, -0.45, -2.36], [0.72, -0.36, 2.92], [-4.10, 1.95, -2.41], [-3.29, 0.84, -2.19], [3.36, 0.74, 1.31], [-5.12, -0.62, -2.77], [-2.86, -4.04, 0.75], [-1.59, -2.11, 0.10], [-1.07, 3.70, -1.42], [2.38, 3.44, -0.95], [-0.95, -1.29, -5.30], [0.29, -2.19, 4.42], [-0.79, 5.49, -3.00], [-3.61, 1.21, 0.81], [0.79, -0.08, 6.44], [-0.52, -2.48, -4.73], [-0.50, -2.11, 5.71], [-1.20, 2.79, -2.47], [-0.88, 4.94, -5.07], [2.54, -0.65, 5.30], [-0.64, 6.54, -3.21], [-0.08, 0.57, 6.31], [-1.83, 3.04, 6.28], [4.44, 0.62, 1.19], [-0.36, -3.36, -5.34], [-1.57, 0.72, -4.98], [-1.17, 3.37, -0.39], [-3.72, 2.95, -2.28], [3.94, 1.34, -1.03], [-0.26, -1.44, 7.75], [2.13, 4.50, -1.04], [-0.31, -2.52, 3.58], [2.81, 2.41, 2.57], [0.04, -3.48, -2.91], [2.74, 2.72, -2.93], [1.11, 3.28, -2.66], [-6.89, 0.42, 0.49], [3.05, 0.15, 2.17], [-3.65, -1.39, 2.67], [-0.13, 2.40, 2.42], [3.45, 3.38, -0.79], [-2.86, 3.22, 1.11], [-1.41, -1.52, 5.55], [-5.07, 4.27, 0.97], [1.41, 0.36, 7.22], [3.85, 2.88, 1.25], [-3.64, 0.24, 3.64], [-7.10, 2.87, 0.71], [-3.20, -1.33, -2.20], [-3.12, -5.08, 0.62], [-0.13, 3.58, 4.57], [2.09, -0.68, -2.38], [4.26, -0.37, -1.18], [0.80, 1.18, -2.83], [-0.80, 5.76, -0.87], [-5.51, -1.62, -2.92], [1.20, -2.12, 7.05], [1.82, 0.90, 4.80], [-1.27, 2.58, -4.63], [-6.93, 0.36, -3.37], [3.53, -1.59, 0.44], [-6.03, 2.63, -3.03], [-0.82, -3.12, 5.97], [-4.19, -3.75, 2.41], [-4.69, -0.65, 0.54], [-1.39, -4.05, -0.80], [-3.56, 1.35, 5.80], [1.15, -2.85, 4.53], [3.05, 0.54, -3.21], [-1.12, -1.24, -6.37]], "energy_ha": -3699.3766, "homo_ev": [-18.01, -17.99], "charge": 4, "mol_weight_g_mol": 1010.89, "s_squared": 2.025, "multiplicity": 3}



# 2
{"formula": "C48H54As2N2O2PdS2Si", "method": "ωB97M-V/def2-TZVPD", "elements": ["Pd", "As", "As", "S", "S", "Si", "O", "O", "N", "N", "C", "C", "C", "C", "C", "C", "C", "C", "C", "C", "C", "C", "C", "C", "C", "C", "C", "C", "C", "C", "C", "C", "C", "C", "C", "C", "C", "C", "C", "C", "C", "C", "C", "C", "C", "C", "C", "C", "C", "C", "C", "C", "C", "C", "C", "C", "C", "C", "H", "H", "H", "H", "H", "H", "H", "H", "H", "H", "H", "H", "H", "H", "H", "H", "H", "H", "H", "H", "H", "H", "H", "H", "H", "H", "H", "H", "H", "H", "H", "H", "H", "H", "H", "H", "H", "H", "H", "H", "H", "H", "H", "H", "H", "H", "H", "H", "H", "H", "H", "H", "H", "H"], "xyz": [[-0.15, -0.18, -0.01], [-2.28, -0.13, -3.36], [0.40, -2.17, -1.18], [-0.70, 1.70, 1.32], [2.04, 0.37, 0.30], [-3.09, -1.26, 0.86], [-2.05, -0.76, -0.32], [-1.79, 1.28, -2.49], [2.99, 1.28, 2.59], [0.88, 3.05, 2.94], [5.41, 1.93, 0.77], [4.39, -3.43, -1.31], [2.20, 3.40, 3.47], [2.81, -1.53, -2.58], [4.95, -2.57, -2.25], [-2.28, -1.35, 2.56], [6.43, 1.56, 2.91], [-0.98, 2.48, 6.81], [-0.51, -4.90, -0.72], [-0.49, -2.41, -2.89], [4.16, -1.62, -2.89], [2.25, -2.39, -1.64], [-0.26, -4.71, 2.05], [4.21, 0.47, 2.43], [0.23, 0.34, -7.26], [-2.76, 1.92, -1.62], [0.05, -3.62, 1.25], [-4.15, 0.00, -3.68], [-6.86, 0.26, -4.11], [-0.94, -0.41, -7.28], [0.75, 2.08, 2.07], [-4.55, -0.10, 0.99], [6.47, 2.74, 0.40], [2.96, 2.14, 3.78], [-0.71, 3.58, 7.63], [-5.04, -0.81, -2.97], [-5.97, 1.07, -4.81], [-0.13, 0.88, -4.95], [1.99, 1.26, 1.74], [-0.42, 3.80, 4.88], [-0.71, -5.89, 1.47], [-3.74, -2.95, 0.39], [-0.83, 2.60, 5.44], [7.52, 2.96, 1.30], [-1.95, -1.99, -2.92], [0.63, 0.99, -6.10], [-1.30, 0.12, -4.97], [5.38, 1.34, 2.03], [7.50, 2.37, 2.55], [-0.83, -5.98, 0.09], [-0.07, -3.71, -0.14], [-0.31, 4.78, 7.08], [3.04, -3.34, -1.00], [-0.15, 4.89, 5.70], [-1.70, -0.53, -6.13], [-6.40, -0.67, -3.19], [-0.24, 3.90, 3.39], [-4.61, 0.95, -4.59], [2.61, -4.01, -0.27], [-2.50, -2.27, -2.02], [-1.05, 1.75, 4.80], [-2.19, 2.46, -0.87], [-4.68, -1.53, -2.25], [0.15, 5.84, 5.27], [-2.62, -1.11, -6.15], [2.06, 3.99, 4.38], [-4.40, -3.34, 1.18], [-4.27, 0.88, 1.37], [8.35, 3.59, 1.01], [-0.97, -6.73, 2.09], [2.21, -0.77, -3.07], [-1.14, 3.57, 2.86], [-2.44, -2.41, -3.80], [4.61, 1.75, 0.06], [-5.27, -0.53, 1.70], [-3.40, 1.20, -1.12], [-0.02, 4.93, 3.07], [-1.31, 1.55, 7.24], [-1.25, -0.90, -8.19], [-7.10, -1.29, -2.65], [-2.94, -3.68, 0.26], [4.60, -0.96, -3.62], [-6.34, 1.80, -5.52], [-0.84, 3.49, 8.70], [-2.72, -0.60, 3.23], [3.99, 2.37, 4.05], [0.17, 1.40, -4.04], [2.74, 4.01, 2.73], [-1.18, -6.90, -0.37], [-0.17, -4.63, 3.12], [0.82, 0.43, -8.16], [6.00, -2.65, -2.49], [-0.11, 5.63, 7.71], [6.50, 3.20, -0.58], [5.01, -4.17, -0.82], [-0.61, -5.00, -1.79], [-2.43, -2.33, 3.02], [0.10, -1.90, -3.65], [4.40, 0.02, 3.41], [0.39, -2.70, 1.70], [-3.91, 1.57, -5.14], [6.42, 1.08, 3.89], [2.49, 1.59, 4.60], [1.53, 1.58, -6.10], [-1.20, -1.16, 2.53], [-3.35, 2.62, -2.20], [8.31, 2.53, 3.24], [4.01, -0.31, 1.71], [-4.33, -2.92, -0.53], [-5.08, 0.03, 0.04], [-7.92, 0.36, -4.28], [-0.42, -3.47, -3.12]], "energy_ha": -7806.4020, "homo_ev": -13.23, "charge": 2, "mol_weight_g_mol": 1039.46}



# 3
{"formula": "C48H54HgN3O2P2SSi", "method": "ωB97M-V/def2-TZVPD", "elements": ["Hg", "S", "P", "P", "Si", "O", "O", "N", "N", "N", "C", "C", "C", "C", "C", "C", "C", "C", "C", "C", "C", "C", "C", "C", "C", "C", "C", "C", "C", "C", "C", "C", "C", "C", "C", "C", "C", "C", "C", "C", "C", "C", "C", "C", "C", "C", "C", "C", "C", "C", "C", "C", "C", "C", "C", "C", "C", "C", "H", "H", "H", "H", "H", "H", "H", "H", "H", "H", "H", "H", "H", "H", "H", "H", "H", "H", "H", "H", "H", "H", "H", "H", "H", "H", "H", "H", "H", "H", "H", "H", "H", "H", "H", "H", "H", "H", "H", "H", "H", "H", "H", "H", "H", "H", "H", "H", "H", "H", "H", "H", "H", "H"], "xyz": [[-1.35, 1.82, 1.79], [0.27, -3.74, -5.19], [-0.58, -1.74, 0.36], [0.36, 0.43, -1.22], [-0.18, 1.02, 4.84], [2.04, 0.18, 2.27], [-3.34, 1.13, 0.27], [0.12, -1.29, -1.15], [1.53, 2.92, 1.17], [-1.40, 3.49, 0.49], [-2.86, -5.06, -0.71], [5.55, 0.24, 3.15], [2.60, 1.60, -2.49], [-0.47, 0.93, -2.80], [2.12, 0.51, -1.77], [0.17, -3.33, 2.45], [-1.37, 0.58, 3.49], [-1.20, -2.71, -5.41], [-3.76, 3.38, -0.48], [2.64, -4.14, 1.52], [-4.05, -3.06, -1.28], [3.96, 1.75, -2.73], [-2.53, 3.98, -0.09], [3.21, 0.63, 2.42], [-2.51, 1.91, -3.68], [0.96, -4.15, 3.23], [1.04, 3.99, 0.31], [0.60, -3.46, -2.37], [0.58, -2.92, 1.18], [1.83, -3.33, 0.73], [2.79, 2.90, 1.30], [-0.36, 4.48, 0.68], [5.94, 1.52, 2.72], [-3.97, -4.45, -1.26], [0.88, 2.53, 4.50], [-5.39, 1.59, -0.79], [-0.03, -2.08, -2.36], [-1.73, 1.49, -2.60], [4.26, -0.19, 3.00], [-1.82, -4.29, -0.20], [-1.17, 1.41, 6.41], [-0.74, 1.25, -5.18], [3.04, -0.42, -1.28], [0.93, -0.42, 5.28], [4.98, 2.32, 2.15], [-3.02, -2.29, -0.75], [-4.13, 1.98, -0.29], [2.20, -4.56, 2.77], [-1.88, -2.90, -0.23], [-6.27, 2.45, -1.44], [-2.01, 1.79, -4.97], [0.02, 0.82, -4.10], [4.86, 0.81, -2.26], [-4.69, 4.22, -1.14], [4.40, -0.27, -1.53], [3.64, 1.94, 2.00], [-5.92, 3.78, -1.62], [0.06, -4.34, -3.48], [-0.58, 5.36, 0.06], [-5.66, 0.54, -0.64], [-0.32, 4.82, 1.73], [-2.79, -6.15, -0.68], [1.58, 2.72, 5.32], [1.45, 2.39, 3.58], [0.25, 3.41, 4.36], [-4.78, -5.05, -1.66], [-0.35, 1.16, -6.19], [1.65, -0.15, 6.06], [-1.85, 2.26, 6.24], [5.09, -0.98, -1.10], [-1.10, -2.20, -2.58], [-2.08, -3.24, -5.06], [-2.60, 2.12, -5.81], [0.62, -4.44, 4.22], [-7.23, 2.08, -1.80], [-0.95, -4.78, 0.23], [0.40, -3.98, -1.43], [6.29, -0.43, 3.59], [-1.78, 0.56, 6.71], [-1.30, -2.54, -6.48], [-1.16, -0.41, 3.10], [0.34, -1.27, 5.65], [-1.01, -4.52, -3.33], [1.48, -0.75, 4.40], [-0.78, -2.97, 2.84], [-4.42, 5.27, -1.29], [0.55, -5.32, -3.47], [1.91, 2.35, -2.86], [3.62, -4.43, 1.16], [4.31, 2.61, -3.29], [-6.59, 4.48, -2.12], [0.39, -1.52, -3.20], [3.38, 3.71, 0.83], [2.84, -5.18, 3.39], [-3.11, -1.20, -0.72], [2.19, -2.99, -0.23], [-0.52, 1.67, 7.25], [-3.49, 2.33, -3.49], [-2.46, 5.03, -0.37], [3.97, -1.19, 3.32], [-1.12, -1.75, -4.91], [6.97, 1.85, 2.82], [5.92, 0.94, -2.43], [2.69, -1.23, -0.66], [-2.39, 0.59, 3.87], [-4.92, -2.57, -1.69], [1.00, 3.62, -0.72], [5.26, 3.31, 1.78], [-2.11, 1.58, -1.59], [1.74, 4.85, 0.34], [1.01, 0.40, -4.28], [1.69, -3.37, -2.46]], "energy_ha": -3700.0909, "homo_ev": [0.66, -1.67], "charge": -2, "mol_weight_g_mol": 1027.67, "s_squared": 0.783, "multiplicity": 2}



# 4
{"formula": "C48H55IN8P2Ta", "method": "ωB97M-V/def2-TZVPD", "elements": ["Ta", "I", "P", "P", "N", "N", "N", "N", "N", "N", "N", "N", "C", "C", "C", "C", "C", "C", "C", "C", "C", "C", "C", "C", "C", "C", "C", "C", "C", "C", "C", "C", "C", "C", "C", "C", "C", "C", "C", "C", "C", "C", "C", "C", "C", "C", "C", "C", "C", "C", "C", "C", "C", "C", "C", "C", "C", "C", "C", "C", "H", "H", "H", "H", "H", "H", "H", "H", "H", "H", "H", "H", "H", "H", "H", "H", "H", "H", "H", "H", "H", "H", "H", "H", "H", "H", "H", "H", "H", "H", "H", "H", "H", "H", "H", "H", "H", "H", "H", "H", "H", "H", "H", "H", "H", "H", "H", "H", "H", "H", "H", "H", "H", "H", "H"], "xyz": [[10.43, 10.64, 11.50], [5.28, 8.19, 9.40], [10.24, 13.53, 11.41], [12.92, 9.40, 12.36], [9.83, 8.74, 12.51], [10.54, 10.86, 13.78], [8.49, 11.01, 12.23], [6.18, 9.82, 15.60], [10.95, 8.68, 10.13], [11.93, 11.56, 10.45], [9.01, 10.39, 9.58], [6.39, 11.10, 13.42], [14.27, 12.24, 9.76], [11.08, 11.87, 14.43], [7.45, 10.99, 12.81], [16.01, 10.62, 9.92], [10.82, 15.40, 6.31], [9.27, 8.81, 13.73], [12.00, 12.32, 8.12], [9.77, 10.01, 14.51], [11.52, 12.53, 9.39], [8.53, 14.15, 11.76], [10.96, 14.38, 7.44], [9.17, 10.83, 8.32], [15.20, 10.32, 13.78], [7.93, 9.63, 9.80], [12.09, 7.47, 8.35], [11.40, 6.34, 8.71], [8.41, 7.83, 14.23], [13.86, 10.17, 10.94], [10.40, 14.55, 8.68], [6.23, 10.37, 14.58], [11.75, 8.62, 9.11], [9.57, 7.65, 11.74], [7.00, 9.26, 8.88], [12.15, 6.69, 12.85], [12.89, 14.24, 12.01], [14.52, 6.98, 12.49], [17.45, 10.22, 9.70], [10.58, 6.31, 9.86], [9.52, 10.19, 15.83], [15.58, 11.88, 9.54], [11.71, 13.21, 7.13], [10.36, 7.50, 10.52], [8.37, 14.29, 13.30], [13.36, 11.33, 10.36], [13.33, 9.02, 15.01], [11.20, 16.10, 12.09], [10.12, 11.25, 16.52], [10.70, 13.56, 9.69], [8.03, 6.82, 13.37], [11.43, 14.62, 12.27], [13.18, 7.58, 12.10], [8.61, 6.72, 12.13], [15.17, 9.83, 10.69], [8.36, 10.41, 7.27], [7.23, 9.60, 7.55], [10.91, 12.12, 15.78], [13.67, 10.03, 13.86], [7.97, 15.36, 11.00], [8.60, 10.76, 6.30], [7.93, 15.16, 9.94], [13.13, 7.55, 11.00], [13.72, 8.05, 14.69], [13.12, 14.40, 10.95], [12.09, 5.66, 12.36], [11.67, 12.44, 13.77], [15.54, 10.66, 14.78], [18.08, 11.12, 9.91], [11.62, 5.42, 8.14], [15.76, 9.44, 13.46], [8.39, 16.31, 11.10], [10.26, 16.36, 12.52], [13.09, 13.18, 12.11], [11.25, 7.19, 13.14], [7.97, 7.81, 15.20], [17.62, 9.84, 8.79], [13.76, 9.37, 15.92], [13.59, 14.87, 12.67], [11.80, 15.87, 6.07], [12.23, 9.05, 15.23], [10.12, 5.36, 10.09], [17.82, 9.45, 10.41], [15.67, 9.00, 11.13], [12.59, 11.43, 7.87], [6.93, 15.44, 11.30], [7.33, 6.12, 13.80], [7.38, 14.48, 13.63], [15.41, 7.41, 12.12], [8.84, 15.18, 13.67], [12.85, 7.47, 7.61], [6.54, 9.20, 6.80], [9.72, 15.42, 8.95], [14.50, 6.00, 12.04], [10.46, 14.94, 5.41], [11.18, 16.43, 11.05], [14.61, 6.82, 13.52], [10.01, 11.35, 17.63], [7.97, 13.29, 11.47], [12.13, 13.05, 6.14], [10.06, 11.41, 8.14], [8.90, 9.55, 16.43], [7.73, 9.39, 10.85], [13.94, 13.20, 9.48], [11.92, 16.62, 12.67], [12.45, 6.40, 13.85], [10.17, 16.25, 6.68], [8.37, 5.89, 11.45], [11.43, 12.90, 16.31], [13.19, 11.00, 14.03], [11.07, 14.34, 13.28], [15.42, 11.16, 13.10], [12.16, 9.56, 8.76], [16.32, 12.50, 9.03], [8.59, 13.35, 13.84]], "energy_ha": -3336.7204, "homo_ev": [-15.17, -15.17], "charge": 3, "mol_weight_g_mol": 1113.82}